Entry from the Open Molecules 2025 dataset: C16H24NO2Re as an isolated structure (the ωB97M-V functional and the def2-TZVPD basis).

The geometry in XYZ format:
```
44
Properties=species:S:1:pos:R:3:forces:R:3:mulliken_spin:R:1
C -0.1874 0.5531 -4.0063 0.02 -0.01 0.14 0.78
C 0.3946 1.9157 -3.9523 0.04 0.17 -0.01 0.01
C 0.6443 -0.5622 -4.5188 0.07 -0.10 -0.08 0.01
C -1.6627 0.4042 -4.0060 -0.16 0.01 -0.02 0.01
H 0.6843 -0.5772 -5.6196 -0.01 0.01 0.01 0.04
H 0.2534 -1.5344 -4.2151 -0.05 -0.07 0.00 0.00
H 1.6779 -0.4899 -4.1774 0.08 0.03 0.00 0.01
H 0.3722 2.4149 -4.9341 0.00 -0.03 0.00 0.04
H 1.4403 1.9003 -3.6419 0.08 -0.02 0.00 0.01
H -0.1532 2.5657 -3.2684 -0.05 0.01 0.03 0.01
H -2.0965 0.5811 -5.0030 0.02 -0.01 0.00 0.04
H -2.1441 1.1155 -3.3335 0.00 0.07 0.04 0.01
H -1.9706 -0.6009 -3.7143 -0.01 -0.10 0.00 0.01
C 2.5087 -0.2689 1.7913 -0.85 -0.16 -0.27 -0.03
C 2.6490 -1.0055 0.5901 -0.76 -0.30 -0.30 0.01
C 2.4683 -0.1205 -0.5036 -0.65 -0.25 -0.13 -0.03
H 2.8607 -2.0592 0.5189 0.05 -0.04 -0.02 0.00
C 2.2292 1.1683 0.0218 -0.97 -0.07 -0.18 0.04
C 2.2508 1.0752 1.4375 -0.63 -0.20 -0.17 -0.03
H 2.1159 1.8869 2.1328 -0.04 0.02 -0.17 0.01
H 2.6161 -0.6534 2.7914 0.03 -0.05 0.03 -0.01
H 2.5337 -0.3781 -1.5474 0.04 0.00 -0.05 0.01
H 2.0734 2.0640 -0.5546 0.02 0.07 0.00 0.01
C -1.9353 -1.2800 1.2340 -0.95 -1.02 -0.42 0.17
C -0.9493 -2.2202 1.6111 0.12 1.01 -0.18 -0.05
C -0.3110 -2.6648 0.4277 0.14 0.14 -0.60 0.06
H -0.7455 -2.5622 2.6118 0.09 -0.07 0.03 -0.01
C -0.8955 -1.9924 -0.6767 0.61 -0.11 0.29 -0.01
C -1.9047 -1.1404 -0.1765 0.12 0.86 0.52 -0.01
H -2.5427 -0.4992 -0.7591 -0.06 -0.01 -0.09 0.02
H -2.6077 -0.7693 1.9014 -0.02 0.05 -0.14 0.02
H 0.4831 -3.3909 0.3748 0.02 -0.02 -0.01 0.01
H -0.6356 -2.1285 -1.7131 0.04 0.05 -0.04 0.02
Re 0.2883 -0.2804 0.6726 4.58 -1.04 0.64 1.74
N -1.4835 0.1223 4.8290 -0.67 -1.25 0.74 0.00
C -0.9076 1.4372 4.5392 0.96 1.35 0.31 0.00
C -0.3457 1.5150 3.1408 1.22 4.63 -5.10 0.01
O 0.1921 2.6424 2.7498 -2.04 -4.64 2.75 0.03
O -0.6417 0.5625 2.2795 -0.53 1.40 3.64 0.02
H -2.3036 -0.0646 4.2106 0.82 -0.07 0.38 0.00
H -1.8016 0.0934 5.8258 0.20 -0.15 -0.94 0.00
H -0.7622 -0.6228 4.6938 -0.84 0.53 -0.09 0.00
H -1.6736 2.2299 4.6857 0.52 -0.59 -0.16 0.00
H -0.0736 1.6166 5.2500 -0.59 -0.04 -0.35 0.00
```
Forces are in eV/Å.

Properties
**Total charge**: +1
**Spin multiplicity**: 4
**⟨S²⟩**: 3.772
**Total energy**: -24685.119 eV
**Highest occupied orbital energy (alpha / beta)**: -8.9 / -10.6 eV
**Largest force on an atom**: 7.00 eV Å⁻¹
**Gap between HOMO and LUMO (alpha / beta)**: 5.21 / 6.84 eV